(1)
{
  "formula": "C5H33N2O9",
  "method": "the ωB97M-V functional and the def2-TZVPD basis",
  "symbols": ["C", "N", "C", "C", "N", "C", "C", "H", "H", "H", "H", "H", "H", "H", "H", "H", "H", "H", "H", "H", "H", "H", "H", "H", "O", "H", "H", "O", "H", "H", "O", "H", "H", "O", "H", "H", "O", "H", "H", "O", "H", "H", "O", "H", "H", "O", "H", "H", "O"],
  "xyz": [[2.24546, 1.31156, -0.58208], [2.41553, 1.03057, 0.82661], [3.29717, 2.06383, 1.54710], [2.13386, -0.04336, -1.40267], [0.72934, -0.56940, -1.10786], [0.71415, -1.97719, -1.43071], [2.32937, 0.39798, -2.87569], [2.95177, 1.91903, -0.86743], [1.26366, 1.83470, -0.74652], [2.74086, 0.01820, 0.89364], [3.09515, 2.00988, 2.62546], [4.37392, 1.68199, 1.57901], [3.18219, 3.03817, 1.02787], [2.93809, -0.75004, -1.10506], [-0.03042, -0.16658, -1.77089], [0.40371, -0.45231, -0.22401], [0.84806, -2.18066, -2.49847], [1.35225, -2.57223, -0.75731], [-0.26583, -2.48276, -1.37353], [3.34440, 0.34761, -3.12886], [1.56759, -0.02838, -3.53141], [2.12593, 1.38036, -2.91257], [0.19131, -1.99277, 1.28161], [1.49860, -2.10642, 2.09673], [1.18004, -2.25859, 1.17236], [1.63626, -0.73985, 4.53731], [0.74482, -0.43759, 3.42159], [1.63530, -0.64836, 3.49647], [0.36736, 2.24968, 2.97114], [0.72918, 1.50661, 1.83529], [-0.09524, 1.70772, 2.43741], [-3.53822, 1.32165, -1.57221], [-3.49855, 2.80886, -2.01163], [-3.01445, 2.06439, -1.97147], [-3.18964, 1.09213, 3.12064], [-2.31623, 1.52581, 1.77260], [-2.85163, 0.87844, 2.15864], [-3.17215, -1.86846, 0.34673], [-3.27904, -0.40704, 0.94998], [-3.77693, -1.08456, 0.40522], [-3.73884, -2.49094, -2.68484], [-4.27344, -1.51735, -1.44885], [-3.98742, -1.55326, -2.35059], [-1.84473, 0.58159, -3.16327], [-2.59789, -0.56241, -2.69075], [-1.74551, -0.23673, -2.86584], [-2.06298, -1.89531, 2.36808], [-1.35949, -0.39417, 2.26172], [-1.39671, -1.35404, 1.94134]],
  "lowdin_charge": [-0.20, -0.15, -0.06, -0.23, 0.05, -0.07, 0.00, 0.06, 0.15, 0.12, 0.07, 0.10, 0.09, 0.16, 0.17, 0.09, 0.11, 0.09, 0.11, 0.09, 0.10, 0.04, 0.04, 0.04, -0.13, 0.14, -0.04, -0.07, -0.03, 0.06, -0.05, 0.07, -0.02, -0.01, 0.16, 0.01, -0.07, 0.06, 0.01, -0.10, 0.13, -0.01, -0.07, -0.04, -0.04, 0.01, 0.07, 0.06, -0.08],
  "energy_ha": -996.64991,
  "largest_force_ev_per_a": 6.31,
  "e_lumo_ev": -2.49,
  "e_homo_ev": -12.4078,
  "charge": 1,
  "orbital_gap_ev": 9.91
}

=====

(2)
{
  "formula": "C5H33NO10S",
  "method": "the ωB97M-V functional and the def2-TZVPD basis",
  "symbols": ["C", "C", "N", "C", "C", "C", "S", "H", "H", "H", "H", "H", "H", "H", "H", "H", "H", "H", "H", "H", "O", "H", "H", "O", "H", "H", "O", "H", "H", "O", "H", "H", "O", "H", "H", "O", "H", "H", "O", "H", "H", "O", "H", "H", "O", "H", "H", "O", "H", "H"],
  "xyz": [[-0.78567, -2.69241, -0.96852], [0.48436, -1.84481, -0.63470], [0.00063, -0.53583, -0.13097], [0.98115, 0.18727, 0.66995], [1.05857, 1.69589, 0.34756], [2.33157, 2.25843, -0.23630], [3.48316, 2.79271, 1.10700], [-0.76613, -2.71734, -2.06223], [-0.71310, -3.67254, -0.49634], [-1.63103, -2.17521, -0.50569], [1.13284, -1.82426, -1.51348], [0.94833, -2.33172, 0.23297], [-0.52329, -0.09301, -0.88567], [1.95984, -0.25969, 0.49007], [0.82997, 0.14234, 1.73661], [0.21289, 1.94467, -0.31744], [0.77440, 2.15993, 1.31628], [2.87523, 1.52643, -0.90857], [2.03536, 3.12320, -0.87951], [3.04233, 2.21120, 2.18761], [-2.44523, 2.66479, -0.89951], [-3.17781, 3.27983, -0.84454], [-1.60532, 2.99893, -1.33195], [-2.68323, 0.35944, 0.65291], [-2.57909, 1.29826, 0.82015], [-1.96254, -0.09501, 1.12995], [-0.68928, 1.04751, -4.30613], [0.07361, 0.47923, -4.33127], [-1.51980, 0.78070, -3.90857], [4.39933, -0.86302, -0.53480], [4.56565, 0.06455, -0.72402], [4.24705, -1.07601, 0.38594], [-0.83972, -3.13041, 2.86591], [-1.74896, -3.35335, 2.62784], [-0.56255, -2.84220, 1.98972], [-0.84008, -0.37298, 3.30740], [-1.16352, -1.27321, 3.23275], [-0.16717, -0.17894, 3.95386], [-0.12457, 2.98167, -2.39360], [0.43294, 3.73222, -2.63310], [-0.10499, 2.46605, -3.23281], [3.22111, -1.69172, 2.18680], [2.84599, -0.91496, 2.60549], [2.74763, -2.46130, 2.50218], [-3.11120, -2.11898, 1.32633], [-3.22980, -1.29865, 1.85060], [-4.00289, -2.35670, 1.06932], [-2.45574, 0.48503, -2.31122], [-2.77804, 0.04433, -1.52128], [-2.47317, 1.44965, -2.08298]],
  "lowdin_charge": [-0.08, -0.25, -0.07, -0.24, -0.27, -0.53, 0.69, 0.07, 0.06, 0.04, 0.11, 0.09, 0.09, 0.08, 0.07, 0.08, 0.11, 0.07, 0.06, -0.19, -0.07, 0.07, 0.05, -0.08, 0.03, 0.01, -0.05, 0.05, 0.01, -0.06, 0.02, -0.01, -0.05, 0.04, 0.02, -0.05, -0.01, 0.04, -0.07, 0.07, 0.04, -0.03, 0.04, 0.05, -0.06, 0.05, 0.06, -0.09, 0.02, 0.01],
  "energy_ha": -1415.59008,
  "largest_force_ev_per_a": 2.50,
  "e_lumo_ev": 0.21,
  "smiles": "CCNCCCS.O.O.O.O.O.O.O.O.O.O",
  "e_homo_ev": -8.2770,
  "orbital_gap_ev": 8.49
}

=====

(3)
{
  "formula": "C5H33O14",
  "method": "the ωB97M-V functional and the def2-TZVPD basis",
  "symbols": ["O", "C", "C", "C", "C", "C", "O", "H", "H", "H", "H", "H", "H", "H", "H", "H", "H", "H", "O", "H", "H", "O", "H", "H", "O", "H", "H", "O", "H", "H", "O", "H", "H", "O", "H", "H", "O", "H", "H", "O", "H", "H", "O", "H", "H", "O", "H", "H", "O", "H", "H", "O"],
  "xyz": [[2.68226, 0.33417, 0.09720], [2.30947, -0.26340, -0.85880], [1.07177, 0.10700, -1.64895], [0.07910, 0.82448, -0.69477], [0.36758, 2.30905, -0.53119], [-0.95433, 2.88815, 0.07370], [-1.37510, 2.19864, 1.22969], [2.91357, -1.16567, -1.17713], [0.55661, -0.76847, -2.03701], [1.33094, 0.75949, -2.47511], [0.06904, 0.26029, 0.22510], [-0.92160, 0.69042, -1.09901], [1.20947, 2.61233, 0.08892], [0.44225, 2.81824, -1.50053], [-0.81791, 3.93607, 0.35090], [-1.76266, 2.80962, -0.64348], [-0.51534, -2.07329, -3.20829], [0.97388, -1.96448, -3.24742], [0.22983, -1.93253, -3.83985], [-0.36040, 2.15139, 3.97983], [0.27838, -0.67435, 4.36753], [-0.66323, -0.61667, 4.16193], [-3.24272, 0.74809, -0.39706], [-3.43019, -0.47041, 0.61131], [-3.69510, -0.08798, -0.25253], [0.94237, 1.75527, 3.20221], [-0.78597, 2.44270, 1.97345], [0.36366, 2.52237, 3.47828], [-2.37465, -2.79685, 1.79593], [-1.49663, -1.54842, 1.45288], [-2.31851, -2.07535, 1.17530], [1.78695, -1.99187, -0.26588], [1.22300, -1.05464, 0.86225], [2.04193, -1.25943, 0.29623], [2.72761, 0.58075, 2.27998], [1.12891, 0.06555, 2.26000], [1.90065, 0.41899, 2.79838], [-0.81040, -0.71671, 3.19359], [-0.51312, 0.20588, 1.26916], [-0.14397, -0.65855, 1.47352], [-1.53472, -1.74698, -0.99838], [-0.24347, -1.22678, -0.32426], [-0.62316, -1.48826, -1.20506], [3.87621, -1.18480, -1.52571], [3.46328, -0.30370, -0.36532], [4.20603, -0.43854, -1.01069], [-3.58108, -1.76445, -1.48727], [-3.26925, -0.84111, -2.64991], [-3.11685, -1.72317, -2.32763], [-1.02508, 0.02172, -3.84454], [-1.09850, 0.01395, -2.29632], [-1.31980, 0.52747, -3.09651]],
  "mulliken_spin": [0.54, 0.02, -0.02, 0.01, 0.00, 0.00, 0.00, 0.10, 0.00, -0.01, 0.01, 0.00, 0.00, 0.00, 0.00, 0.00, 0.00, 0.00, 0.00, 0.00, 0.00, 0.00, 0.00, 0.00, 0.00, 0.00, 0.00, 0.00, 0.00, 0.00, 0.00, -0.01, -0.03, 0.27, 0.00, 0.00, 0.00, 0.00, -0.01, 0.01, 0.00, 0.00, 0.00, 0.02, -0.01, 0.09, 0.00, 0.00, 0.00, 0.00, 0.00, 0.00],
  "energy_ha": -1263.05832,
  "multiplicity": 2,
  "largest_force_ev_per_a": 15.46,
  "e_lumo_ev": [-0.93, -4.69],
  "e_homo_ev": [-10.3716, -10.3691],
  "orbital_gap_ev": [9.44, 5.68]
}

=====

(4)
{
  "formula": "C5H34N2O12",
  "method": "the ωB97M-V functional and the def2-TZVPD basis",
  "symbols": ["C", "C", "N", "C", "N", "C", "C", "O", "H", "H", "H", "H", "H", "H", "H", "H", "H", "H", "H", "H", "O", "H", "H", "O", "H", "H", "O", "H", "H", "O", "H", "H", "O", "H", "H", "O", "H", "H", "O", "H", "H", "O", "H", "H", "O", "H", "H", "O", "H", "H", "O", "H", "H"],
  "xyz": [[1.58501, -1.29739, 1.81457], [1.33013, -1.20146, 0.28563], [0.50188, -2.39427, -0.02881], [0.54141, 0.12774, 0.07288], [0.72213, 0.46173, -1.33772], [-0.17933, 1.65882, -1.72931], [-1.07620, 1.00593, -2.72832], [-2.08074, 0.40651, -2.36590], [2.11726, -2.11692, 2.24911], [0.65618, -1.41788, 2.44555], [2.09243, -0.36412, 2.16739], [2.28835, -1.25853, -0.24319], [0.43372, -3.23198, 0.51841], [-0.31454, -2.09947, -0.54026], [0.88298, 0.96999, 0.76189], [-0.52076, -0.11329, 0.31575], [1.61093, 0.90381, -1.53764], [-0.70988, 1.96072, -0.79847], [0.45419, 2.45110, -2.09748], [-0.96356, 0.96226, -3.76621], [0.49524, 3.21835, 1.69013], [0.30360, 4.14435, 1.64790], [1.43311, 3.00787, 1.90482], [3.42497, -0.93035, -2.31674], [2.54384, -1.27849, -2.55724], [3.66682, -1.67205, -1.71565], [-1.59951, -3.42300, 2.82803], [-0.75832, -3.59413, 3.21232], [-1.75474, -2.62095, 2.34569], [-1.82727, 2.01773, 2.48737], [-0.96974, 2.28509, 2.14442], [-2.46141, 2.67129, 2.16672], [-2.92319, -1.37296, -0.61369], [-2.70952, -0.66715, -1.25204], [-2.67235, -1.10290, 0.28219], [0.98134, -2.16112, -2.28508], [0.16114, -1.65333, -2.34702], [0.84950, -2.67419, -1.45924], [-3.53599, 3.42576, 0.72981], [-4.16650, 2.89538, 0.21699], [-2.78658, 3.10329, 0.19992], [2.88887, 2.28349, 1.63327], [3.67465, 2.23557, 2.14288], [2.85674, 1.70759, 0.85503], [-2.40112, -0.55883, 1.96814], [-3.10552, -0.90821, 2.53982], [-2.30750, 0.40417, 2.13785], [-2.49975, -2.11028, -3.63459], [-2.70508, -2.40900, -2.75412], [-2.10385, -1.23447, -3.51664], [3.22125, 0.66497, -0.40701], [3.24388, 0.09770, -1.31714], [4.17142, 0.79547, -0.41496]],
  "lowdin_charge": [-0.06, -0.35, 0.03, -0.17, -0.04, -0.10, -0.17, -0.01, 0.06, 0.09, 0.08, 0.09, 0.10, 0.07, 0.11, 0.12, 0.07, 0.11, 0.12, 0.12, -0.07, 0.05, 0.01, -0.03, 0.04, 0.10, -0.04, 0.01, -0.02, -0.06, -0.01, 0.02, -0.08, -0.02, -0.03, -0.11, 0.03, -0.03, -0.05, 0.07, 0.04, -0.04, 0.05, 0.00, -0.08, 0.08, 0.01, -0.05, 0.01, -0.01, -0.15, 0.03, 0.07],
  "energy_ha": -1223.20556,
  "largest_force_ev_per_a": 3.68,
  "e_lumo_ev": 0.07,
  "smiles": "C[C@@H](N)CNCC=O.O.O.O.O.O.O.O.O.O.O.O",
  "e_homo_ev": -9.1521,
  "orbital_gap_ev": 9.22
}

=====

(5)
{
  "formula": "C5H34N2O12",
  "method": "the ωB97M-V functional and the def2-TZVPD basis",
  "symbols": ["C", "C", "C", "C", "O", "N", "C", "N", "H", "H", "H", "H", "H", "H", "H", "H", "H", "H", "H", "H", "O", "H", "H", "O", "H", "H", "O", "H", "H", "O", "H", "H", "O", "H", "H", "O", "H", "H", "O", "H", "H", "O", "H", "H", "O", "H", "H", "O", "H", "H", "O", "H", "H"],
  "xyz": [[3.47482, 0.57665, -0.15549], [1.97534, 0.29425, -0.28766], [1.23685, 1.51310, -0.89298], [1.68519, 1.64626, -2.32788], [1.32447, 0.91486, -3.25542], [-0.28723, 1.36307, -0.90255], [-1.01458, 1.88436, -2.16377], [-2.30984, 2.18134, -1.80704], [3.59874, 1.62618, 0.03168], [3.87471, 0.08897, -1.09775], [3.96522, 0.06413, 0.68133], [1.33241, 0.00333, 0.53130], [1.85194, -0.62868, -0.78532], [1.53562, 2.42576, -0.32490], [2.43379, 2.44953, -2.54688], [-0.47344, 0.42923, -0.63037], [-1.07187, 1.10311, -3.02424], [-0.54699, 2.81166, -2.61825], [-2.72829, 1.36750, -1.56399], [-2.44860, 3.01036, -1.23630], [-2.92174, -0.48035, 2.10990], [-3.80854, -0.84001, 2.08975], [-2.85123, 0.24175, 1.64629], [-0.64467, -1.64498, 2.98510], [-0.70645, -1.58071, 3.94678], [-1.48266, -1.43405, 2.59517], [1.92957, 3.15161, 1.53920], [2.01935, 2.27309, 1.90606], [2.89145, 3.41800, 1.21660], [-2.66597, -2.80982, 0.77601], [-2.04163, -3.52810, 0.71912], [-2.27008, -2.00982, 0.41028], [-0.65818, -1.33614, 0.14196], [-0.31152, -1.71041, 0.92614], [-0.18818, -1.59911, -0.70942], [-0.07098, -3.70184, 0.87245], [0.68149, -3.73387, 0.34744], [0.14284, -3.35729, 1.85671], [-1.87266, 3.74707, 0.75001], [-2.50918, 3.24071, 1.48258], [-1.11242, 3.28114, 0.73398], [1.41796, -0.06449, 2.70733], [1.07436, -0.60749, 3.42475], [0.79358, -0.18077, 1.96513], [0.92824, -1.63710, -2.38647], [0.77321, -2.12975, -3.17397], [1.05590, -0.70364, -2.72829], [2.88869, -3.44061, -0.43858], [3.34656, -2.51243, -0.46319], [2.13513, -3.34717, -1.09897], [-4.58926, 0.14367, -0.14036], [-3.80903, -0.34060, -0.58940], [-4.97221, 0.10854, -1.04361]],
  "lowdin_charge": [-0.06, -0.23, -0.28, -0.18, 0.00, 0.04, -0.30, 0.02, 0.05, 0.11, 0.08, 0.06, 0.05, 0.11, 0.14, 0.03, 0.14, 0.14, 0.00, 0.07, 0.03, 0.08, -0.05, -0.06, 0.08, -0.01, -0.09, 0.01, 0.11, -0.08, 0.00, -0.02, -0.09, -0.02, 0.08, -0.07, -0.03, 0.14, -0.08, 0.15, -0.08, -0.07, 0.02, 0.01, -0.07, 0.05, 0.03, -0.11, 0.08, 0.04, -0.09, 0.07, 0.06],
  "energy_ha": -1223.13733,
  "largest_force_ev_per_a": 7.58,
  "e_lumo_ev": 0.13,
  "smiles": "CC[C@@H](C=O)NCN.O.O.O.O.O.O.O.O.O.O.O",
  "e_homo_ev": -8.9314,
  "orbital_gap_ev": 9.07
}